1.
Density functional theory data (ωB97M-V/def2-TZVPD) for 2 unconnected molecules or ions with the total composition C2H2N2O3.

```
9
Properties=species:S:1:pos:R:3:forces:R:3:lowdin_charge:R:1
C 2.235777 0.194155 0.355219 0.7 -1.4 0.9 -0.16
C 1.104703 0.020411 -0.507118 0.0 3.9 -1.5 -0.30
N 3.154104 0.290870 1.032994 0.3 0.3 0.2 0.20
N -1.826027 0.475237 0.157116 -2.7 0.6 1.4 -0.06
O -2.711097 1.100208 0.676525 2.7 -2.0 -1.2 0.04
O -1.958249 -0.950302 0.408400 0.0 1.2 -1.2 -0.05
O 0.581473 -0.994198 -0.834743 -0.1 -0.1 0.0 0.08
H 0.927115 1.179964 -0.889027 -0.7 -2.8 0.3 0.17
H -1.507801 -1.316343 -0.399365 -0.1 0.3 1.1 0.08
```
Positions in Å, forces in eV/Å.

The value obtained for the frontier orbital gap is 9.744 eV. Its structure (SMILES) is N#CC=O.O=NO. For the highest occupied orbital energy, the calculation gives -10.982 eV.



2.
Density functional theory data (ωB97M-V/def2-TZVPD) for a molecular structure, C49H62AsGe2N9O2SW.

```
127
Properties=species:S:1:pos:R:3:forces:R:3:lowdin_charge:R:1
W -0.422100 -0.293500 -0.086700 2.3 -0.2 -3.2 1.19
C -0.063900 6.344500 1.137300 0.0 -0.2 0.1 -0.06
C 0.068700 5.009600 1.854800 -0.1 0.4 0.3 -0.21
N 0.603500 3.999400 0.962300 -0.3 -0.4 -0.1 0.04
C 0.065000 2.809900 0.735100 1.6 -0.8 -1.8 -0.70
S 0.918900 1.797000 -0.468500 -0.8 0.6 0.8 0.65
N -1.002900 2.369200 1.306300 -2.0 -0.8 0.8 0.02
N -1.389800 1.066100 1.012500 -1.2 1.1 1.9 -0.21
C -2.508600 0.629600 1.693700 1.0 1.4 -0.3 -0.25
C -3.306700 1.537000 2.570500 0.3 -0.1 -0.1 0.01
C -2.752200 -0.766000 1.586300 0.5 -0.9 -0.7 -0.22
C -3.790500 -1.438400 2.241500 0.3 -0.6 -0.2 0.04
C -3.906200 -2.824000 2.136200 0.1 1.0 0.0 0.01
C -2.952600 -3.514800 1.404000 0.5 0.5 -0.4 -0.02
C -1.926800 -2.818000 0.788400 0.0 0.4 -0.1 -0.12
N -1.813300 -1.449400 0.797700 -3.1 -1.0 2.2 -0.07
H -0.472900 7.082400 1.820200 0.0 0.1 0.0 0.09
H -0.724700 6.252900 0.279000 0.0 0.0 -0.1 0.05
H 0.909500 6.695100 0.804100 0.1 0.1 -0.1 0.08
H -0.897400 4.651800 2.208100 0.1 0.0 0.1 0.11
H 0.748300 5.108600 2.707600 -0.2 -0.1 0.0 0.12
H 1.436000 4.240700 0.444400 0.0 -0.1 0.0 0.14
H -2.709300 2.409800 2.828100 -0.1 -0.1 0.0 0.08
H -3.603200 1.016300 3.479500 0.0 0.0 0.0 0.10
H -4.212100 1.887600 2.068800 0.0 0.0 -0.1 0.11
H -4.491200 -0.878100 2.833400 -0.1 0.1 0.1 0.13
H -4.702200 -3.342800 2.640800 -0.2 -0.1 0.1 0.13
H -2.974700 -4.588800 1.325300 0.1 -0.1 0.0 0.12
H -1.119200 -3.356500 0.300500 -0.2 0.1 0.1 0.11
N -2.137600 -2.343900 -2.197100 -0.3 -0.5 -0.5 0.05
C -0.939800 -2.935300 -2.797400 -0.1 0.0 0.0 -0.28
C -1.104600 -4.328200 -3.417900 0.1 0.2 0.3 -0.12
C -1.697300 -5.358700 -2.442800 0.1 -0.1 -0.2 -0.15
C -1.038200 -6.733400 -2.595300 -0.5 0.2 0.1 -0.14
N 0.310900 -6.705600 -2.058500 0.3 0.0 -0.1 0.10
C 0.707000 -7.097000 -0.854800 0.1 0.1 -0.1 -0.43
N 1.956500 -6.818400 -0.478500 0.1 0.0 0.1 0.22
N -0.102600 -7.733700 -0.009000 -0.2 -0.1 0.0 0.23
C 0.184100 -2.906200 -1.750600 0.4 -0.8 -0.6 -0.51
O 1.072100 -3.742400 -1.687300 -0.8 0.9 0.1 0.10
O 0.114800 -1.856200 -0.958300 0.0 -2.3 -0.3 -0.36
H -2.542300 -2.979500 -1.508800 0.0 0.2 -0.2 0.07
H -2.846200 -2.246700 -2.924600 0.0 0.1 0.1 0.10
H -0.635900 -2.242400 -3.600300 0.1 -0.1 0.2 0.15
H -0.112000 -4.638600 -3.751400 0.0 0.0 -0.1 0.12
H -1.731000 -4.246100 -4.307600 0.0 0.0 0.0 0.13
H -2.769800 -5.461000 -2.611400 0.0 0.0 0.1 0.13
H -1.544600 -5.032400 -1.408900 -0.1 0.0 0.1 0.10
H -0.983700 -7.009200 -3.650900 0.0 -0.1 0.1 0.14
H -1.630300 -7.498100 -2.091100 0.1 0.0 -0.1 0.12
H 0.958900 -6.107100 -2.556700 0.0 -0.1 0.1 0.15
H 2.563700 -6.302800 -1.095700 0.0 -0.1 0.1 0.13
H 2.376100 -7.262100 0.322500 0.0 0.0 -0.1 0.13
H -1.017500 -8.047900 -0.290000 0.2 0.0 0.0 0.12
H 0.238700 -8.074200 0.874900 0.0 0.0 -0.1 0.14
C -2.303200 5.326300 -1.846800 0.0 0.0 -0.1 -0.07
C -1.609000 4.754100 -2.899300 0.1 0.0 -0.1 -0.06
C -1.473200 3.377300 -2.983400 0.1 -0.4 0.0 -0.09
C -2.047300 2.557800 -2.013200 0.2 -0.4 0.2 -0.35
C -2.769000 3.140800 -0.972800 0.0 -0.4 -0.1 -0.13
C -2.886500 4.517500 -0.885600 0.0 0.0 0.0 -0.07
As -1.856500 0.557600 -2.052200 -2.1 2.4 -2.3 1.33
C -1.898500 0.394800 -4.036300 0.4 -0.4 0.0 -0.28
C -0.840700 0.551900 -4.921900 0.1 0.0 0.3 -0.12
C -1.061800 0.502300 -6.290500 0.0 0.0 0.0 -0.06
C -2.336400 0.286800 -6.787900 0.0 0.0 0.0 -0.04
C -3.401300 0.124600 -5.919400 0.0 0.0 0.2 0.01
C -3.200300 0.184600 -4.541700 0.6 0.0 0.3 -0.19
C -4.246100 0.061100 -3.523100 0.2 0.0 0.7 -0.20
C -5.596900 -0.171100 -3.767000 0.2 0.1 0.1 0.00
C -6.487500 -0.262100 -2.710900 -0.1 0.0 0.0 -0.04
C -6.047400 -0.112100 -1.405000 0.0 0.1 0.0 -0.06
C -4.702800 0.119100 -1.147600 0.3 0.0 0.1 -0.09
C -3.798000 0.204300 -2.193200 -0.1 -0.3 0.3 -0.29
H -2.403100 6.399700 -1.788100 0.0 0.1 0.0 0.12
H -1.173900 5.376400 -3.666300 0.0 0.1 -0.1 0.12
H -0.928700 2.945500 -3.818800 -0.1 0.1 0.1 0.10
H -3.252000 2.512800 -0.231700 0.0 0.1 0.0 0.08
H -3.443000 4.959900 -0.075600 -0.1 0.1 0.1 0.12
H 0.163000 0.741400 -4.563100 0.0 0.0 0.0 0.09
H -0.237800 0.646400 -6.969800 0.1 0.0 -0.1 0.12
H -2.496500 0.261200 -7.855900 0.0 0.0 0.0 0.12
H -4.392100 -0.035000 -6.317200 -0.1 0.0 0.0 0.12
H -5.952100 -0.268500 -4.781500 -0.1 0.0 -0.1 0.12
H -7.536200 -0.429400 -2.904700 -0.1 0.0 0.0 0.12
H -6.755000 -0.157400 -0.591100 0.0 0.0 0.1 0.11
H -4.361100 0.246300 -0.126500 -0.1 0.0 0.0 0.07
C 4.509700 -1.796500 2.775900 -0.2 0.2 -0.6 -0.20
Ge 4.174000 -1.199400 0.904500 0.1 0.0 -0.8 0.80
C 4.326300 -2.639700 -0.481800 0.0 0.3 0.4 -0.24
C 5.286300 0.330400 0.282400 -0.3 -0.4 0.3 -0.22
Ge 1.725500 -0.602300 1.037600 2.5 0.5 2.8 0.76
C 0.993000 -2.284900 1.908000 -0.7 0.0 -0.2 -0.33
C 1.549300 -3.522300 1.570200 0.1 0.4 -0.2 -0.12
C 1.145000 -4.687900 2.194200 0.0 -0.1 0.1 -0.08
C 0.144000 -4.658500 3.151600 0.0 0.0 0.0 -0.06
C -0.434300 -3.446300 3.486200 0.0 0.1 0.1 -0.07
C -0.016000 -2.277900 2.874000 0.4 0.1 0.3 -0.13
C 1.768600 0.694900 2.573600 -0.3 -0.1 -0.3 -0.34
C 2.976000 1.297300 2.930500 0.0 -0.3 -0.3 -0.13
C 3.058900 2.214000 3.961300 0.0 0.1 0.1 -0.06
C 1.914700 2.593100 4.643000 0.0 0.0 0.0 -0.06
C 0.701000 2.019900 4.302200 0.0 0.0 0.1 -0.07
C 0.633600 1.078800 3.290400 0.0 -0.3 0.1 -0.15
H 5.118500 -1.061500 3.294200 0.0 0.1 0.0 0.03
H 5.043700 -2.741300 2.774900 0.0 -0.1 -0.1 0.03
H 3.572400 -1.916600 3.313800 0.0 0.0 0.0 0.02
H 5.042400 -2.336000 -1.241500 0.1 0.1 0.0 0.02
H 3.375400 -2.857800 -0.966000 0.0 0.0 0.0 -0.02
H 4.703100 -3.547700 -0.019700 0.0 -0.2 0.1 0.02
H 6.285800 0.199700 0.690300 0.1 0.0 0.1 0.03
H 4.915700 1.299800 0.599100 -0.1 0.0 0.0 0.01
H 5.370600 0.325100 -0.801000 -0.1 -0.1 -0.1 0.02
H 2.337600 -3.574900 0.834700 0.0 0.0 -0.1 0.06
H 1.636800 -5.617200 1.950800 0.0 -0.1 0.0 0.08
H -0.170500 -5.562200 3.648900 0.0 -0.1 0.1 0.11
H -1.210900 -3.407700 4.233300 -0.1 0.0 0.2 0.12
H -0.465800 -1.346600 3.195900 0.0 0.0 0.0 0.09
H 3.877600 1.018400 2.407600 0.1 0.1 0.0 0.04
H 4.019000 2.622500 4.236400 0.1 0.1 0.0 0.12
H 1.970800 3.321100 5.436100 0.0 0.1 0.1 0.12
H -0.195500 2.301300 4.832900 -0.1 0.0 0.1 0.11
H -0.331800 0.628900 3.077600 0.2 0.1 0.1 0.06
N 1.456900 -0.200800 -2.366400 0.5 0.6 -0.3 0.00
H 2.405500 -0.336900 -2.003300 -0.2 0.0 0.0 0.04
H 1.497300 0.702400 -2.843000 0.0 -0.2 0.0 0.02
H 1.351300 -0.901900 -3.101300 -0.1 0.1 0.1 0.05
```
Positions in Å, forces in eV/Å.

The value obtained for the frontier orbital gap (alpha / beta) is 5.835 / 5.393 eV. The charge is +3. As for the spin multiplicity: 2. For the highest occupied orbital energy (alpha / beta), the calculation gives -14.630 / -14.783 eV.



3.
Density functional theory data (ωB97M-V/def2-TZVPD) for a single C6H9NO4 molecule.

```
20
Properties=species:S:1:pos:R:3:forces:R:3:lowdin_charge:R:1
C 1.644670 -2.348627 -0.867007 1.3 -2.5 0.2 0.14
C 1.476669 -1.175724 -0.796647 0.4 0.9 0.1 -0.05
C -0.177367 0.834406 -0.621671 4.2 1.2 -3.1 -0.38
C -3.144220 -0.356547 0.988949 1.4 -0.5 0.7 -0.07
C -2.346164 0.478862 -0.056640 -3.8 1.2 0.4 -0.24
C 1.479387 0.265157 -0.611245 -3.6 0.6 1.5 -0.49
N 2.976155 0.232395 1.282969 1.5 -1.2 -1.1 0.03
O -0.353541 1.869134 -1.230348 -0.3 -0.6 1.1 0.12
O 2.257754 0.852815 -1.550499 0.4 1.9 -0.3 0.06
O -1.051321 0.019864 -0.159863 0.8 -1.7 0.8 0.04
O 1.777689 0.661845 0.731829 -1.4 0.4 -0.3 -0.16
H 2.097642 -3.360330 -0.849686 -1.1 1.2 -0.2 0.07
H -3.682013 -1.265585 0.600016 1.5 0.3 0.5 0.08
H -2.470045 -0.396158 1.972400 -1.3 -0.8 -2.3 0.13
H -3.985415 0.169882 1.361467 -0.8 1.3 0.0 0.04
H -2.333059 1.485820 0.385687 0.2 -0.1 -0.4 0.13
H -2.887200 0.586877 -1.068429 1.0 -0.4 1.4 0.16
H 3.636835 0.383015 0.460092 -0.4 -0.9 1.7 0.11
H 2.861020 -0.800694 1.535573 0.4 1.6 -0.9 0.11
H 2.222524 1.863602 -1.506952 -0.4 -2.0 0.2 0.17
```
Positions in Å, forces in eV/Å.

The value obtained for the frontier orbital gap is 10.533 eV. Its structure (SMILES) is C#C[C@](O)(ON)C(=O)OCC. For the highest occupied orbital energy, the calculation gives -9.720 eV.



4.
Density functional theory data (ωB97M-V/def2-TZVPD) for a molecular structure, C25H44LuO2P2.

```
74
Properties=species:S:1:pos:R:3:forces:R:3:lowdin_charge:R:1
Lu -1.147131 1.454736 1.066714 -1.2 -1.1 -0.7 1.83
C -0.219254 0.605974 3.215886 0.8 1.2 0.5 -0.31
C 0.841054 1.162045 2.412775 -0.3 0.2 1.1 -0.33
C -0.635830 2.858521 2.998540 1.0 -0.5 0.3 -0.33
C -1.129847 1.648575 3.586808 1.5 0.0 0.1 -0.29
C 0.592538 2.560384 2.288068 -0.3 -0.2 0.7 -0.35
C -0.090113 -0.680837 3.934886 -0.3 -0.9 -0.2 -0.01
H 0.770267 -1.236929 3.538648 -0.5 -0.1 0.2 0.07
H -0.993301 -1.288514 3.795499 0.2 -0.1 0.2 0.09
H 0.068735 -0.537618 5.021239 -0.1 0.1 -0.5 0.11
C -2.124713 1.503188 4.704336 -0.9 -0.1 0.0 -0.02
H -2.912863 0.796782 4.413677 0.2 0.2 0.2 0.07
H -2.633726 2.437384 4.982402 0.3 -0.1 -0.3 0.09
H -1.691199 1.106872 5.642544 0.2 0.2 -0.6 0.10
C -1.140331 4.216211 3.332165 -0.4 0.6 -0.2 -0.03
H -1.187915 4.377618 4.423699 0.0 -0.2 -0.5 0.10
H -2.149569 4.359464 2.918559 0.2 0.3 0.3 0.09
H -0.481315 4.989219 2.916411 -0.2 -0.1 0.1 0.08
C 1.573311 3.495389 1.653301 0.2 0.5 -0.4 -0.04
H 2.314167 3.902407 2.365836 -0.4 -0.2 -0.1 0.11
H 1.069571 4.354407 1.194544 0.2 -0.1 0.0 0.08
H 2.155603 2.974566 0.875648 -0.2 0.2 0.2 0.08
C 2.140454 0.478602 2.082804 0.3 -0.1 -0.4 -0.03
H 3.011012 0.900229 2.626789 -0.6 0.0 -0.2 0.11
H 2.360943 0.562740 1.004189 0.1 -0.2 0.4 0.08
H 2.102773 -0.585319 2.352961 0.0 0.4 -0.3 0.05
C 0.359197 -3.525964 1.282498 -1.7 -0.2 0.0 -0.11
C 1.544310 -3.706258 1.838956 0.3 -0.6 1.5 -0.13
C 2.863083 -3.277075 1.274675 0.9 -0.3 -0.8 -0.17
C 3.157267 -3.689945 -0.208964 0.2 -0.3 0.0 -0.18
C 2.987627 -2.665386 -1.287871 -0.4 1.6 0.1 -0.10
C 2.060394 -1.682281 -1.219598 0.7 0.0 -0.3 -0.14
C 0.812230 -1.645653 -0.380131 -0.7 0.8 -0.2 -0.27
C 0.162301 -3.003889 -0.130488 -0.4 0.1 0.6 -0.19
H 3.667958 -3.744911 1.868774 -0.4 0.3 -0.1 0.11
H 2.515385 -4.527641 -0.482784 0.3 -0.5 0.2 0.11
H 3.011546 -2.187678 1.356509 -0.1 -0.3 0.0 0.10
H 0.534866 -3.694013 -0.908026 -0.2 0.1 0.5 0.12
H -0.626830 -3.713169 1.839135 1.8 -0.2 -0.7 0.12
H 1.638810 -4.245936 2.817720 -0.4 0.8 -0.8 0.12
H -0.922558 -2.892267 -0.281189 0.3 -0.1 -0.1 0.09
H 0.805785 -0.993976 0.511843 0.6 -0.6 0.2 0.08
H 2.130904 -0.828004 -1.903643 0.0 -0.4 -0.1 0.08
H 0.042668 -1.069817 -0.953479 1.0 -0.5 0.3 -0.04
H 4.212257 -4.011158 -0.246255 -0.5 -0.1 -0.1 0.11
H 3.726579 -2.678485 -2.122810 -0.6 0.2 0.8 0.12
P -0.859125 -0.801548 -2.807235 -0.1 -0.2 -2.8 0.85
P -1.070562 2.186895 -2.635308 0.1 0.6 -2.7 0.79
C -1.284326 -0.020838 -4.437972 -0.2 0.0 0.3 -0.46
C -1.759471 1.393259 -4.232192 -0.7 -0.3 0.3 -0.45
H -2.082295 -0.619241 -4.890365 0.4 0.0 -0.2 0.08
H -0.382109 -0.087874 -5.067780 -0.5 0.4 0.2 0.08
H -1.379737 1.960817 -5.092488 -0.3 0.3 0.6 0.07
H -2.856494 1.501412 -4.224522 0.3 -0.2 0.0 0.09
C -1.569442 3.795270 -3.402605 -0.1 0.8 0.5 -0.33
H -1.071914 4.640422 -2.912589 -0.3 0.0 -0.1 0.04
H -2.661781 3.899233 -3.334687 0.3 0.2 0.1 0.04
H -1.299784 3.801347 -4.472943 0.0 0.1 0.6 0.05
C 0.599949 2.226004 -3.434410 0.9 0.1 0.5 -0.31
H 0.477748 2.357176 -4.526708 0.0 0.0 0.7 0.06
H 1.199508 1.318721 -3.260320 -0.2 0.3 0.0 0.02
H 1.141275 3.104831 -3.052764 0.1 -0.4 -0.1 0.04
C -2.451032 -1.727593 -2.715560 -0.1 -0.3 0.5 -0.25
H -2.749536 -1.865221 -1.666303 0.0 -0.2 -0.4 0.02
H -2.325918 -2.694558 -3.227962 -0.2 0.2 0.3 0.06
H -3.235585 -1.153895 -3.235985 0.3 -0.2 0.3 0.04
C 0.231328 -1.977758 -3.781126 0.0 -0.6 0.6 -0.26
H -0.274239 -2.210486 -4.723138 -0.1 -0.2 0.3 0.04
H 0.384961 -2.893047 -3.206458 0.2 0.0 -0.2 0.03
H 1.206377 -1.551444 -4.068058 -0.4 0.0 0.5 0.05
O -3.384691 0.022312 2.337940 1.1 -0.7 -1.5 -0.02
C -2.806953 -0.819379 1.624933 -0.1 0.9 0.3 -0.44
O -1.772131 -0.547282 0.863795 -0.7 0.0 0.3 -0.28
H -3.111152 -1.870156 1.569045 -0.2 0.0 0.2 0.14
```
Positions in Å, forces in eV/Å.

The value obtained for the frontier orbital gap is 6.832 eV. The charge is +1. For the highest occupied orbital energy, the calculation gives -10.785 eV.



The records above give, respectively, relative energy (zero: lowest compared OMol25 entry of this formula, charge and spin) values of 429.3; 130.7; 589.8; 111.5 kJ/mol.